# 1
5 unconnected molecules or ions with the total composition C17H40BFIN4O4. Source: the OMol25 dataset; level of theory: wB97M-V/def2-TZVPD.

```
68
Properties=species:S:1:pos:R:3:forces:R:3:nbo_charge:R:1
C 3.90541 -2.82053 0.30445 0.1 0.0 0.0 -0.6467
C 3.36923 -1.58917 1.00403 0.2 0.0 0.0 -0.1650
I 1.21313 -1.90357 1.29710 -0.2 0.0 0.1 -0.1122
C 3.70222 -0.27717 0.31259 -0.1 0.1 -0.1 -0.6810
B 4.69696 0.64227 1.25155 0.0 -0.1 0.0 -0.1122
C 5.19524 2.01718 0.50143 0.1 -0.2 0.2 -0.6810
C 6.42936 2.61001 1.15351 0.1 0.1 0.1 0.0783
F 7.62442 2.25149 0.46384 -0.1 0.0 0.0 -0.4183
H 3.42441 -2.96625 -0.66313 0.0 0.0 0.0 0.2027
H 4.97322 -2.64518 0.14097 0.0 0.0 0.0 0.2213
H 3.78194 -3.73088 0.89035 0.0 0.0 0.1 0.1988
H 3.70666 -1.57012 2.03657 -0.1 0.0 0.1 0.2097
H 2.79638 0.28514 0.07649 0.0 0.0 0.0 0.2061
H 4.16864 -0.52228 -0.65258 0.0 0.0 0.0 0.1836
H 5.68227 -0.04513 1.58914 -0.1 0.0 -0.1 -0.0868
H 4.06431 0.93251 2.28405 0.1 0.0 0.0 -0.0801
H 4.41392 2.78284 0.54117 0.0 0.0 -0.1 0.2070
H 5.43412 1.85795 -0.55853 0.0 0.1 0.0 0.1949
H 6.43653 3.70488 1.18989 0.0 0.0 -0.1 0.1361
H 6.54860 2.22428 2.17092 0.1 0.0 0.0 0.1500
C -4.26353 -3.82902 -0.51713 0.0 -0.1 0.0 -0.7178
C -2.92743 -3.53486 0.13788 -0.1 0.0 0.0 0.6766
O -2.14749 -4.44107 0.38926 0.0 -0.1 0.1 -0.6465
N -2.65610 -2.24369 0.43767 -0.1 0.2 0.1 -0.6102
C -3.50736 -1.09144 0.21924 0.1 0.0 0.0 -0.4100
H -4.30557 -4.90091 -0.67972 -0.1 0.0 0.0 0.2315
H -5.09699 -3.54865 0.12795 0.0 0.0 0.0 0.2248
H -4.37633 -3.31389 -1.47189 0.0 0.1 0.0 0.2273
H -1.75371 -2.04983 0.84842 0.1 -0.3 -0.1 0.4123
H -3.03543 -0.38530 -0.46396 0.0 0.0 0.0 0.2184
H -3.71954 -0.58659 1.16461 0.0 0.0 0.0 0.1842
H -4.44900 -1.39783 -0.22428 0.0 0.0 0.0 0.2030
C -3.40208 2.40412 -3.23341 0.0 0.0 0.0 -0.7248
C -4.22821 1.14979 -3.05192 0.0 0.1 0.0 0.6790
O -3.71191 0.07248 -2.82397 -0.1 -0.1 0.0 -0.6201
N -5.58400 1.26809 -3.14777 0.0 0.0 0.0 -0.6222
C -6.35981 2.45923 -3.40559 0.0 0.0 0.0 -0.4093
H -2.35850 2.12707 -3.12312 0.0 0.0 0.0 0.2551
H -3.55715 2.84188 -4.22047 0.0 0.0 0.0 0.2219
H -3.65462 3.15659 -2.48529 0.0 0.0 0.0 0.2250
H -6.07359 0.39680 -3.01755 0.0 0.0 0.0 0.3991
H -7.04277 2.67785 -2.58217 0.0 0.0 0.0 0.1943
H -6.94697 2.36444 -4.32144 0.0 0.0 0.0 0.1927
H -5.69598 3.31041 -3.52209 0.0 0.0 0.0 0.2106
C -6.15176 -6.81949 2.93909 0.0 0.0 0.0 -0.7209
C -5.73002 -6.77382 1.48560 0.2 0.2 0.1 0.6764
O -6.46954 -6.32265 0.62493 -0.1 -0.1 -0.1 -0.6439
N -4.49056 -7.22574 1.17652 -0.1 -0.1 -0.1 -0.6061
C -3.46296 -7.72038 2.06612 0.1 0.1 0.1 -0.4135
H -7.14560 -6.38783 3.00439 0.0 0.0 0.0 0.2389
H -6.17673 -7.84390 3.31343 0.0 0.0 0.0 0.2212
H -5.46673 -6.24725 3.56543 0.0 0.0 0.0 0.2276
H -4.25462 -7.12580 0.20139 0.0 0.1 0.0 0.4043
H -2.58079 -7.07945 2.03179 0.0 0.0 0.0 0.2252
H -3.16702 -8.73715 1.80144 0.0 0.0 0.0 0.1902
H -3.83380 -7.73328 3.08679 0.0 0.0 0.0 0.2009
C 5.51115 6.97065 -1.49892 0.0 0.0 0.0 -0.7237
C 5.23551 6.64550 -0.04505 0.1 0.1 0.0 0.6743
O 4.75897 5.58465 0.29391 -0.1 0.1 0.0 -0.5904
N 5.55980 7.59817 0.88345 -0.1 0.0 0.0 -0.6294
C 6.14489 8.89810 0.66312 0.0 0.0 0.0 -0.4072
H 5.20370 6.10892 -2.08301 0.0 0.0 0.0 0.2520
H 4.95322 7.85024 -1.82419 0.0 0.0 0.0 0.2150
H 6.57235 7.15838 -1.66767 0.0 0.0 0.0 0.2219
H 5.36614 7.31118 1.83001 0.0 0.0 0.0 0.4007
H 7.11344 8.99385 1.15962 0.0 0.0 0.0 0.1915
H 5.49622 9.69967 1.02500 0.0 0.0 0.0 0.1878
H 6.30181 9.05346 -0.40029 0.0 0.0 0.0 0.2070
```
Forces are in eV/Å.

Total charge   -1
F_max   0.33 eV/A
Kohn-Sham gap   0.251 hartree

# 2
6 unconnected molecules or ions with the total composition C17H40ClFI2N11O13P2 in a non-equilibrium geometry. Source: the OMol25 dataset; level of theory: wB97M-V/def2-TZVPD.

```
87
Properties=species:S:1:pos:R:3:forces:R:3:mulliken_charge:R:1
C 1.84605 0.55031 2.10575 -1.1 -0.3 -0.1 -0.8093
C 1.17400 1.63641 1.07644 1.4 -1.8 0.7 -0.3880
C 1.56955 1.09202 -0.41948 -0.2 -0.7 2.4 1.0527
Cl 3.36452 1.57155 -0.60923 -0.8 -0.4 0.2 -0.2556
P 0.42307 1.72947 -1.80277 0.7 3.0 -1.5 1.8411
C 1.78333 2.56069 -2.90826 0.5 -0.2 -1.3 -1.1664
F 0.29198 3.15369 -0.75437 -0.1 -0.9 -0.4 -0.7116
C -0.84418 2.73432 -2.87401 0.2 1.2 0.8 -0.9220
O -2.18614 2.80723 -2.23438 2.4 -1.0 -0.1 -0.0397
O -3.09381 2.79101 -3.25500 -2.4 0.2 -2.2 -0.5109
O 0.63941 0.40882 -2.93254 -2.5 -1.8 1.0 -0.5029
C -0.24619 -0.74862 -2.75511 2.2 1.0 -0.6 0.3548
C 0.81699 -1.94630 -2.69884 -1.8 -4.0 0.0 -1.1113
I 2.98120 -1.53660 -2.54764 -1.8 0.1 -0.4 -0.0828
C 0.50223 -3.34832 -2.77354 2.8 2.8 0.3 0.2453
C 1.67452 -4.47484 -2.69428 -1.7 -0.9 -0.1 -1.0268
I -1.53547 -4.03452 -3.00815 1.3 0.4 0.1 -0.0100
C -1.21814 -0.43656 -1.48787 1.4 3.4 1.3 0.5004
C -1.10865 -1.37005 -0.19076 0.3 -2.2 -0.1 0.3757
P -2.26891 -0.96390 1.22866 -2.3 3.2 2.6 0.9220
O -2.66535 0.50763 1.38340 0.9 -3.4 -0.7 -0.6132
O -1.64556 -1.45834 2.76846 -1.2 0.3 -2.4 -0.6293
O -3.75947 -1.84329 1.07041 2.6 0.2 0.7 -0.4904
N -2.54841 -0.18230 -2.14864 -3.8 -5.5 1.5 -0.3377
C -3.38632 -1.15789 -2.01220 -0.6 -1.5 -1.1 0.6125
O -4.17198 -2.13740 -2.02323 3.8 5.6 0.2 -0.6835
O -0.90336 0.90422 -0.99167 0.8 -2.8 -0.8 -0.1346
H 1.65223 0.84607 3.20739 0.5 -0.3 -1.7 0.3640
H 2.95117 0.35828 1.88260 -1.6 0.4 0.4 0.2472
H 1.29655 -0.46375 1.95626 1.0 1.6 0.3 0.0991
H 0.05339 1.59784 1.28549 1.5 0.4 -0.7 0.1267
H 1.68204 2.63126 1.30793 -1.1 -1.2 -0.7 0.3237
H 1.58027 -0.06485 -0.29990 0.2 1.9 -0.6 -0.8908
H 2.27145 3.46718 -2.41681 -0.5 -1.5 -0.7 0.0247
H 1.27108 2.96305 -3.86606 0.9 -0.9 1.8 0.3960
H 2.54871 1.78275 -3.30904 -1.0 1.4 1.1 0.2502
H -0.46223 3.82667 -2.84063 -0.6 -2.1 -0.5 0.1641
H -0.88369 2.33752 -3.94723 -0.3 0.5 1.5 0.2784
H -3.07033 1.92038 -3.72299 0.4 0.4 1.0 0.2979
H -0.96431 -0.81599 -3.66608 1.4 -0.3 1.4 0.4788
H 2.27976 -4.54101 -3.67583 -0.9 0.4 1.7 0.2790
H 1.13166 -5.49604 -2.58502 0.9 1.6 -0.2 0.3312
H 2.33696 -4.35612 -1.76511 -1.0 0.1 -1.5 0.2382
H -1.29821 -2.48468 -0.46802 0.2 1.8 0.5 0.2481
H -0.03163 -1.36152 0.24516 -1.8 0.3 -0.9 -0.4358
H -2.13880 -0.91223 3.44461 0.5 -0.4 -0.9 0.3398
H -3.82077 -2.53289 1.76960 0.2 0.6 -0.7 0.3056
C 1.34654 6.13970 -3.49078 -0.2 -0.8 -0.1 0.6266
O 1.03595 5.00025 -3.79311 0.0 1.5 -0.4 -0.5588
N 2.30896 6.41625 -2.57706 0.7 -0.1 0.5 -0.3363
N 0.75609 7.23141 -4.04156 -0.5 0.7 -0.6 -0.4664
H 2.57939 7.34601 -2.31350 -0.1 -0.1 0.0 0.1488
H 2.77065 5.63091 -2.14474 -0.2 0.1 0.0 0.2319
H 0.03498 7.06671 -4.72528 0.1 0.0 0.2 0.2285
H 0.99734 8.17682 -3.80574 0.0 -0.1 0.0 0.1336
C -4.20867 1.41581 4.65898 0.0 -0.3 -0.6 0.7584
O -3.69926 0.37551 5.05901 0.1 -0.1 0.1 -0.6801
N -4.67731 1.56097 3.40079 -0.5 -0.4 -0.2 -0.3088
N -4.34532 2.51225 5.44618 0.0 0.5 0.9 -0.4164
H -5.09658 2.40386 3.05299 0.2 0.0 0.0 0.1585
H -4.59108 0.76639 2.78441 0.3 0.3 -0.1 0.1302
H -4.00704 2.44306 6.39223 0.0 0.0 -0.2 0.2228
H -4.75877 3.37332 5.13828 0.1 -0.1 0.0 0.1513
C 4.04113 -2.70269 1.22455 -0.6 0.3 0.0 0.5126
O 3.00526 -2.18598 0.83684 0.0 -0.2 0.0 -0.4274
N 4.96228 -3.22135 0.37523 0.4 -0.4 -0.8 -0.3603
N 4.36174 -2.80341 2.53653 -0.1 -0.1 0.8 -0.2946
H 5.81975 -3.64983 0.67413 -0.1 0.1 0.1 0.1569
H 4.76011 -3.16548 -0.61091 0.0 0.0 0.2 0.1213
H 3.70194 -2.42867 3.19916 0.1 0.0 -0.2 0.2014
H 5.20990 -3.22508 2.87640 0.1 0.2 0.0 0.1150
C 7.34790 -3.01438 5.07744 -0.1 0.0 -0.3 0.6524
O 7.10453 -2.99801 3.88002 0.0 -0.1 0.1 -0.6489
N 6.38416 -2.88867 6.02109 -0.7 0.0 0.2 -0.3394
N 8.60342 -3.15943 5.56561 0.8 -0.1 0.0 -0.4293
H 6.56357 -2.89933 7.00866 0.0 0.0 -0.1 0.1677
H 5.43634 -2.77829 5.69763 0.2 0.0 0.1 0.2012
H 9.34846 -3.25588 4.89441 -0.2 0.0 0.1 0.2198
H 8.82451 -3.17522 6.54460 -0.1 0.0 -0.1 0.1507
C -8.08690 -2.42788 -1.95719 0.6 -0.3 -0.1 0.6376
O -7.76997 -3.48704 -2.47707 -0.2 0.1 0.0 -0.6509
N -7.18865 -1.60147 -1.37205 0.5 0.1 0.2 -0.2697
N -9.37049 -1.98667 -1.92085 -1.1 0.0 -0.1 -0.3848
H -7.43148 -0.72837 -0.94030 0.0 -0.1 -0.1 0.1686
H -6.22171 -1.89228 -1.37719 0.0 0.1 0.0 0.1455
H -10.06959 -2.57367 -2.34614 0.2 0.1 0.1 0.2260
H -9.65231 -1.12051 -1.49919 0.1 -0.1 0.0 0.1604
```
Forces are in eV/Å.

Total charge   -1
F_max   6.79 eV/A
Kohn-Sham gap   0.229 hartree

# 3
10 unconnected molecules or ions with the total composition C17H40ClN11O21 in a non-equilibrium geometry. Source: the OMol25 dataset; level of theory: wB97M-V/def2-TZVPD.

```
90
Properties=species:S:1:pos:R:3:forces:R:3:mulliken_charge:R:1
C -1.87129 -1.76599 -3.40029 0.9 0.8 1.0 -0.3629
C -0.77028 -1.57103 -2.15774 -1.9 -2.5 2.9 0.5348
O -0.96429 -2.31307 -1.06663 2.1 4.7 -6.0 -0.6259
O 0.26726 -0.55934 -2.37628 -1.3 -3.0 1.0 -0.1193
C 1.57827 -0.94568 -1.85399 1.7 -1.3 0.3 -0.5748
C 1.77782 -0.84871 -0.24026 -0.1 -0.3 -0.1 -0.4598
C 1.14564 0.45651 0.50081 1.1 1.0 0.6 -0.3452
C 0.82168 1.83676 -0.31417 -2.5 -1.2 0.8 0.4209
N 2.06837 2.56372 -0.79237 -2.2 0.1 -0.6 -0.5392
N 0.07595 2.63462 0.77646 -0.4 -0.6 2.0 -0.4288
C -0.18018 1.85139 2.06815 -0.8 1.1 2.9 0.3792
O -0.34855 2.30206 3.31629 1.0 -2.8 -8.5 -0.5682
C -0.17958 0.29228 1.47800 1.9 0.9 0.3 0.1419
Cl 0.35919 -0.83283 2.87201 -0.9 0.7 -1.2 -0.1899
H -2.01494 -2.92426 -3.50369 0.4 2.4 0.1 0.2767
H -2.88857 -1.28569 -3.04199 2.2 -1.0 -0.7 0.0698
H -1.47496 -1.23548 -4.37147 -1.0 -1.3 2.1 0.0146
H 1.78077 -2.08019 -2.16514 -0.4 2.4 0.7 0.3170
H 2.43212 -0.32816 -2.41414 -2.3 -1.0 1.1 0.2989
H 2.94816 -0.86449 -0.03097 -2.5 0.1 -0.5 0.2931
H 1.32588 -1.80918 0.25054 0.8 1.9 -0.9 0.2182
H 2.03789 0.80543 1.21317 -2.1 -0.7 -1.2 0.2142
H -0.07284 1.67608 -1.08437 2.5 0.1 0.9 -0.1228
H 2.24676 2.23450 -1.78721 -0.3 0.7 1.6 0.2722
H 1.76461 3.58331 -0.82826 0.7 -1.7 -0.2 0.3258
H -0.85370 3.02669 0.49195 1.4 -0.3 0.2 0.3494
H -1.16350 -0.08093 0.92534 2.2 0.9 1.4 0.1878
C -3.75569 2.46666 -4.15013 -0.1 -0.1 0.2 -0.7997
N -2.70689 2.07586 -3.16979 0.7 -0.4 0.3 0.9667
O -2.96263 2.24110 -1.97129 0.7 -0.3 -1.3 -0.5448
O -1.65664 1.61416 -3.63108 -1.4 0.7 1.0 -0.4771
H -4.62002 2.85457 -3.60693 0.5 -0.3 0.0 0.2692
H -3.33068 3.23563 -4.79835 0.0 -0.3 0.1 0.3045
H -4.02565 1.57357 -4.71734 0.2 0.1 0.0 0.3124
C -4.78418 0.07627 1.06015 0.2 -0.2 0.2 -0.7955
N -5.23742 0.41226 -0.31659 -0.3 0.3 -1.0 0.8253
O -4.90248 -0.35580 -1.22600 -0.6 1.2 1.0 -0.4066
O -5.91671 1.43742 -0.44544 1.0 -1.6 0.0 -0.5192
H -4.19962 -0.84548 1.02451 -0.2 0.2 -0.1 0.3127
H -4.17269 0.90716 1.41770 -0.2 -0.1 0.0 0.2902
H -5.67520 -0.05569 1.67732 0.2 0.2 -0.1 0.2964
C 1.72980 -1.46127 -7.11569 0.3 0.0 0.0 -0.7853
N 0.49200 -1.72840 -6.33451 -0.9 -0.2 0.6 0.8288
O 0.62975 -2.19672 -5.19836 -0.3 0.6 -1.6 -0.4402
O -0.58286 -1.46029 -6.88383 1.5 -0.4 1.0 -0.4931
H 2.59571 -1.74260 -6.51265 -0.3 0.0 -0.1 0.3207
H 1.68152 -2.06298 -8.02550 -0.1 0.2 0.1 0.2919
H 1.75030 -0.39409 -7.34575 -0.1 -0.2 -0.1 0.2900
C -6.74462 5.57085 -3.77286 -0.2 0.2 0.2 -0.7178
N -5.60894 5.51982 -4.73274 0.7 0.5 -0.8 0.8301
O -5.14412 6.59918 -5.11751 -0.5 -1.8 0.5 -0.4947
O -5.21611 4.39773 -5.07271 -0.8 2.0 0.1 -0.5241
H -6.98350 6.61569 -3.56348 0.2 -0.3 -0.1 0.3132
H -7.59349 5.06723 -4.23971 0.2 0.0 0.1 0.2820
H -6.42966 5.05724 -2.86225 -0.1 0.0 -0.2 0.2829
C 4.49886 4.28950 1.93062 -0.3 0.0 0.0 -0.3398
N 5.63455 4.23847 0.97074 0.5 0.0 -0.6 0.8856
O 6.09937 5.31783 0.58597 -0.4 -1.6 0.3 -0.5307
O 6.02738 3.11638 0.63077 -0.3 1.6 0.4 -0.5334
H 4.25999 5.33434 2.13999 0.2 -0.3 -0.1 0.2642
H 3.65000 3.78588 1.46377 0.2 -0.1 0.0 0.0524
H 4.81383 3.77589 2.84123 -0.2 0.1 -0.5 0.2306
C -6.13620 -3.72050 -2.78539 -0.2 0.2 0.2 -0.6864
N -5.00051 -3.77153 -3.74527 0.8 0.0 -0.7 0.8344
O -4.53570 -2.69217 -4.13003 -0.7 -1.7 0.3 -0.4527
O -4.60768 -4.89362 -4.08523 -0.4 1.7 0.4 -0.5171
H -6.37508 -2.67566 -2.57601 0.2 -0.2 -0.1 0.2515
H -6.98506 -4.22411 -3.25223 0.2 0.0 0.1 0.2955
H -5.82123 -4.23411 -1.87477 -0.1 0.0 -0.2 0.2825
C 1.39278 -3.76761 4.78418 0.2 0.1 -0.2 -0.6995
N 1.24971 -4.41208 6.11758 -0.2 -0.4 0.9 0.8490
O 2.28915 -4.73267 6.70572 -1.5 0.3 -0.6 -0.5114
O 0.09807 -4.57778 6.53618 1.8 0.1 -0.5 -0.5026
H 2.45485 -3.68559 4.54361 -0.3 -0.1 0.2 0.3175
H 0.88011 -4.39947 4.05612 0.0 0.2 0.2 0.3030
H 0.93365 -2.77883 4.84521 0.0 -0.3 0.0 0.2552
C 7.80695 4.47607 4.36834 0.3 0.0 0.0 -0.7008
N 6.56915 4.20894 5.14952 -0.6 -0.4 1.0 0.8315
O 6.70690 3.74061 6.28566 -0.5 0.7 -1.8 -0.4998
O 5.49429 4.47705 4.60019 1.5 -0.3 1.2 -0.5429
H 8.67286 4.19474 4.97137 -0.3 0.0 -0.1 0.3124
H 7.75867 3.87436 3.45853 -0.1 0.2 0.1 0.2782
H 7.82745 5.54325 4.13828 -0.1 -0.2 -0.1 0.2795
C 3.51919 -7.69141 7.92663 -0.3 0.1 0.0 -0.6778
N 4.56799 -8.08221 8.90696 0.7 -0.3 0.8 0.8199
O 4.31225 -7.91697 10.10547 0.6 -0.3 -1.7 -0.4999
O 5.61824 -8.54392 8.44568 -1.4 0.6 0.8 -0.5066
H 2.65487 -7.30351 8.46982 0.3 -0.1 -0.1 0.3065
H 3.94420 -6.92245 7.27841 -0.1 -0.2 0.1 0.2620
H 3.24923 -8.58451 7.35942 0.2 0.2 0.0 0.2933
```
Forces are in eV/Å.

F_max   8.96 eV/A
SMILES   CC(=O)OCC[C@H]1[C@H](N)NC(=O)[C@@H]1Cl.C[N+](=O)[O-].C[N+](=O)[O-].C[N+](=O)[O-].C[N+](=O)[O-].C[N+](=O)[O-].C[N+](=O)[O-].C[N+](=O)[O-].C[N+](=O)[O-].C[N+](=O)[O-]
Kohn-Sham gap   0.341 hartree
Energy relative to the best compared isomer or geometry (same formula, charge and spin)   138.1 kcal per mole

| no. | electronic energy (hartree) |
| --- | --- |
| 1 | -1614.2136 |
| 2 | -4090.4576 |
| 3 | -3313.2442 |